A cluster of 13 separate species, C67H144F15N8O17S5 in total in a non-equilibrium geometry, computed with wB97M-V/def2-TZVPD.

```
256
Properties=species:S:1:pos:R:3
C 3.903 10.563 -4.858
C 3.315 9.128 -4.609
C 4.147 8.372 -3.621
C 3.939 8.756 -2.154
N 5.138 8.461 -1.291
C 6.301 9.463 -1.642
C 7.558 8.601 -1.505
C 7.141 7.165 -0.971
C 5.658 7.024 -1.355
C 4.721 8.753 0.139
H 4.918 10.580 -5.245
H 3.843 11.132 -3.902
H 3.236 11.030 -5.544
H 3.437 8.608 -5.541
H 2.298 9.286 -4.300
H 5.253 8.569 -3.801
H 4.045 7.306 -3.784
H 3.149 8.187 -1.673
H 3.721 9.807 -2.028
H 6.225 10.321 -0.957
H 6.296 9.874 -2.632
H 8.294 9.036 -0.806
H 8.022 8.600 -2.463
H 7.291 7.036 0.076
H 7.782 6.398 -1.332
H 4.918 6.465 -0.766
H 5.591 6.797 -2.432
H 5.498 8.581 0.853
H 3.760 8.224 0.355
H 4.535 9.836 0.126
C -1.733 -4.509 -3.332
C -2.233 -4.539 -1.897
C -1.677 -5.791 -1.145
C -2.427 -6.014 0.137
N -1.968 -7.227 0.934
C -2.287 -7.043 2.424
C -1.454 -8.165 3.067
C -0.186 -8.310 2.157
C -0.465 -7.392 0.917
C -2.675 -8.404 0.361
H -2.043 -5.326 -4.009
H -0.655 -4.482 -3.391
H -2.114 -3.565 -3.795
H -3.326 -4.612 -1.947
H -2.011 -3.586 -1.426
H -0.585 -5.658 -1.029
H -1.687 -6.657 -1.872
H -3.511 -6.179 -0.016
H -2.260 -5.138 0.761
H -3.380 -7.132 2.531
H -2.090 -5.997 2.630
H -1.989 -9.073 3.057
H -1.300 -8.005 4.155
H -0.044 -9.346 1.938
H 0.730 -8.026 2.677
H -0.193 -7.776 -0.080
H -0.006 -6.356 1.053
H -2.154 -9.297 0.638
H -2.792 -8.361 -0.754
H -3.672 -8.404 0.819
C -4.996 1.161 9.377
C -4.667 0.592 7.951
C -3.174 0.415 7.654
C -2.706 -0.896 8.368
N -1.302 -1.305 8.085
C -1.117 -1.808 6.674
C 0.199 -2.627 6.697
C 0.291 -3.143 8.166
C -0.797 -2.435 8.846
C -0.348 -0.160 8.247
H -6.024 1.357 9.493
H -4.524 2.150 9.426
H -4.707 0.528 10.197
H -5.005 1.228 7.111
H -5.188 -0.356 7.876
H -2.598 1.284 8.047
H -3.088 0.281 6.592
H -3.453 -1.609 8.031
H -2.734 -0.788 9.457
H -1.244 -1.042 5.919
H -2.039 -2.512 6.677
H 1.044 -1.965 6.592
H 0.251 -3.430 5.986
H 1.218 -2.898 8.676
H 0.170 -4.251 8.258
H -0.685 -2.127 9.910
H -1.632 -3.166 8.862
H -0.517 0.301 9.222
H -0.477 0.558 7.421
H 0.626 -0.638 8.264
C 3.735 -3.260 -4.698
C 4.569 -2.499 -3.717
C 4.958 -3.281 -2.473
C 5.907 -2.506 -1.548
N 6.030 -3.040 -0.137
C 7.396 -2.526 0.542
C 8.395 -3.579 0.067
C 7.654 -4.876 -0.393
C 6.188 -4.625 -0.140
C 4.841 -2.528 0.628
H 2.760 -3.455 -4.410
H 4.214 -4.160 -5.087
H 3.634 -2.624 -5.587
H 3.992 -1.579 -3.514
H 5.545 -2.137 -4.048
H 5.351 -4.212 -2.872
H 4.042 -3.556 -1.868
H 5.590 -1.439 -1.493
H 6.847 -2.552 -2.045
H 7.231 -2.404 1.597
H 7.515 -1.501 0.183
H 9.074 -3.751 0.896
H 9.008 -3.145 -0.764
H 7.890 -5.715 0.271
H 7.818 -5.066 -1.398
H 5.790 -4.928 0.797
H 5.577 -5.006 -0.961
H 3.975 -2.840 0.090
H 4.955 -1.437 0.664
H 4.858 -3.043 1.604
C -10.002 -4.987 -7.515
C -9.715 -3.673 -8.151
C -8.769 -2.786 -7.364
C -7.510 -3.537 -7.221
N -6.604 -3.069 -6.145
C -6.178 -1.641 -6.279
C -4.994 -1.719 -7.287
C -4.381 -3.127 -7.090
C -5.283 -3.893 -6.147
C -7.385 -3.167 -4.841
H -10.662 -4.822 -6.649
H -9.135 -5.570 -7.254
H -10.674 -5.612 -8.089
H -10.579 -3.087 -8.354
H -9.146 -3.778 -9.134
H -9.309 -2.538 -6.465
H -8.725 -1.844 -7.974
H -6.946 -3.576 -8.127
H -7.730 -4.543 -6.806
H -5.730 -1.385 -5.338
H -6.997 -0.942 -6.562
H -4.318 -0.904 -7.087
H -5.271 -1.540 -8.310
H -3.421 -3.092 -6.658
H -4.218 -3.526 -8.051
H -4.874 -3.814 -5.098
H -5.544 -4.864 -6.391
H -8.250 -2.513 -4.872
H -6.730 -2.913 -4.058
H -7.707 -4.216 -4.694
C 0.872 6.661 -3.139
C 1.734 5.483 -3.562
C 1.097 4.054 -3.527
C 0.778 3.708 -2.092
N -0.009 2.444 -1.863
C -0.121 2.010 -0.404
C -0.272 0.452 -0.427
C 0.024 0.068 -1.874
C 0.546 1.320 -2.568
C -1.408 2.663 -2.354
H 1.340 7.565 -3.423
H 0.664 6.626 -2.025
H -0.139 6.649 -3.733
H 2.515 5.545 -2.728
H 2.120 5.675 -4.552
H 1.939 3.394 -3.927
H 0.228 3.928 -4.184
H 0.252 4.521 -1.612
H 1.728 3.631 -1.492
H -1.045 2.441 0.068
H 0.770 2.353 0.055
H -1.273 0.173 -0.185
H 0.272 0.119 0.448
H -0.860 -0.317 -2.296
H 0.834 -0.669 -1.982
H 0.295 1.464 -3.635
H 1.677 1.288 -2.443
H -1.358 2.511 -3.443
H -1.816 3.681 -2.080
H -2.041 1.852 -2.050
C 2.938 0.528 2.937
C 2.930 1.957 3.487
C 3.240 1.978 4.974
O 3.525 3.210 5.433
C 2.282 3.860 5.934
N 3.937 2.686 2.721
H 4.854 2.171 2.723
H 3.779 2.658 1.753
H 4.066 3.656 3.016
H 3.918 0.053 2.981
H 2.578 0.571 1.924
H 2.257 -0.219 3.411
H 1.970 2.412 3.239
H 4.056 1.243 5.100
H 2.388 1.497 5.447
H 1.945 3.265 6.795
H 1.494 3.875 5.174
H 2.584 4.874 6.175
C -4.071 -2.222 0.500
C -3.694 -0.876 0.969
C -4.811 -0.360 1.932
O -4.874 -1.146 3.020
C -5.762 -0.581 3.957
N -2.470 -0.980 1.811
H -1.794 -1.765 1.486
H -1.925 -0.125 1.891
H -2.778 -1.265 2.762
H -4.975 -2.253 -0.095
H -4.075 -2.851 1.454
H -3.268 -2.581 -0.135
H -3.416 -0.225 0.154
H -5.765 -0.479 1.410
H -4.717 0.730 2.192
H -5.317 0.334 4.380
H -5.873 -1.343 4.694
H -6.766 -0.453 3.462
C 1.537 -3.438 1.538
F 1.659 -2.141 1.210
F 1.471 -4.198 0.455
F 2.683 -3.754 2.182
S 0.004 -3.581 2.566
O 0.124 -2.533 3.603
O -0.977 -3.279 1.513
O -0.125 -4.949 3.080
C 1.613 6.510 1.725
F 1.246 5.930 2.852
F 0.534 6.782 1.024
F 2.277 7.646 1.958
S 2.639 5.282 0.775
O 1.907 4.100 0.950
O 2.859 5.785 -0.592
O 3.942 5.213 1.451
C -4.920 0.398 -2.852
F -5.106 0.763 -1.521
F -6.129 0.386 -3.406
F -4.203 1.355 -3.450
S -4.063 -1.219 -2.960
O -5.127 -2.136 -2.610
O -3.742 -1.306 -4.382
O -2.926 -1.003 -2.119
C -1.718 2.976 3.549
F -0.674 3.653 2.999
F -2.223 3.790 4.500
F -2.638 2.741 2.622
S -1.133 1.329 4.191
O -0.475 0.863 2.946
O -0.224 1.508 5.316
O -2.325 0.556 4.544
C 4.922 2.016 -2.086
F 5.142 3.300 -1.831
F 4.352 1.972 -3.301
F 6.075 1.342 -2.111
S 3.857 1.147 -0.804
O 3.475 -0.109 -1.514
O 4.797 0.755 0.280
O 2.807 2.085 -0.484
```

## Properties
Total energy ... -7844.5411 Ha
Charge ... +3
Kohn-Sham gap ... 10.1 eV

These are the Löwdin partial charges, in e, on atoms 1 to 2:
1 C -0.080
2 C -0.236